Entry 1:
DFT (ωB97M-V/def2-TZVPD) results for 2 unconnected molecules or ions with the total composition C31H26N3 in a non-equilibrium geometry.

Gap between HOMO and LUMO in hartree: 0.2053
E_HOMO in eV: -10.799
E_LUMO in eV: -5.21
Multiplicity: 1
Charge: +1

Each line ends with the Löwdin charge.
CARTESIAN COORDINATES (ANGSTROEM)
C: 1.798 3.034 2.806  -0.0337
H: 5.454 -0.214 0.883  0.1099
H: -0.893 -4.665 -1.143  0.1138
C: 0.962 3.170 0.505  -0.1705
C: -0.837 -2.322 -0.038  -0.1864
H: -0.656 3.655 -1.989  0.1423
C: -3.198 -0.569 -0.687  -0.0226
C: 0.410 -0.413 0.033  0.0324
H: 1.933 1.445 1.353  0.0766
C: 3.411 -0.731 0.449  -0.0345
H: 1.655 3.526 -3.793  0.1371
H: 1.432 4.752 4.075  0.1216
H: 3.009 0.231 0.754  0.0667
C: -2.035 -0.105 -0.083  -0.2170
N: 1.154 -1.540 -0.053  -0.0711
H: 4.737 -4.268 -0.482  0.1102
C: 4.779 -1.000 0.537  -0.0668
C: -4.264 1.548 -0.187  -0.0800
C: 5.263 -2.266 0.184  -0.0772
H: -2.980 3.051 0.726  0.1047
C: 1.555 1.548 -1.396  -0.0292
C: 3.000 -3.011 -0.291  -0.0124
H: -2.560 -6.500 -0.829  0.1097
C: -1.941 1.188 0.408  -0.0251
H: -3.223 -1.567 -1.127  0.1193
H: 2.273 -3.776 -0.556  0.1054
C: -3.759 -5.371 0.585  -0.0675
H: -3.154 -2.150 1.541  0.1176
C: -4.339 0.246 -0.691  -0.0546
H: 0.855 4.563 -1.877  0.1346
H: -4.454 -6.192 0.776  0.1097
N: 0.410 -2.696 -0.152  0.1674
H: 1.979 0.750 -0.790  0.0482
H: 2.035 0.874 -3.443  0.1329
H: -4.790 -3.987 1.897  0.1109
C: 0.897 2.652 -0.839  -0.0731
C: -3.028 -3.102 1.025  -0.0358
C: 0.939 2.861 -3.284  -0.1259
C: -1.929 -3.282 0.146  -0.1684
C: 1.292 4.311 3.087  -0.0260
C: 0.453 4.474 0.820  0.0047
H: -0.987 1.507 0.829  0.0864
H: 0.212 6.015 2.296  0.1186
C: -2.685 -5.554 -0.300  -0.0649
H: -0.058 5.050 0.046  0.1173
C: 4.373 -3.276 -0.220  -0.0558
N: -0.876 -0.910 -0.004  0.0437
C: 1.584 1.606 -2.782  0.0845
C: 0.611 5.021 2.087  -0.0479
C: -1.761 -4.529 -0.494  -0.0261
H: -5.150 2.185 -0.209  0.1079
H: 6.335 -2.465 0.222  0.1071
H: -5.275 -0.151 -1.084  0.1135
C: -3.940 -4.139 1.229  -0.0668
C: 0.437 3.549 -1.967  -0.0995
H: 0.105 2.692 -3.978  0.1311
H: 2.351 2.481 3.567  0.1201
C: 2.539 -1.729 0.006  -0.2066
C: -3.059 2.032 0.343  -0.0659
C: 1.601 2.462 1.551  0.0058

***

Entry 2:
DFT (ωB97M-V/def2-TZVPD) results for 2 unconnected molecules or ions with the total composition C6H9F3 in a non-equilibrium geometry.

Gap between HOMO and LUMO in hartree: 0.3207
ΔE to the lowest compared entry with this formula, charge and spin in kcal per mole: 57.59
E_HOMO in eV: -8.690
E_LUMO in eV: 0.04
Multiplicity: 1

Each line ends with the Löwdin charge.
CARTESIAN COORDINATES (ANGSTROEM)
C: 0.677 0.869 2.178  -0.0008
H: 1.806 -0.900 -2.392  0.1028
C: 1.661 -0.732 -1.309  0.0005
H: -1.643 1.987 -0.482  0.0935
F: 0.576 2.208 2.316  0.0241
H: -1.290 -0.998 1.602  0.0973
H: -1.364 -1.991 0.047  0.0891
H: -2.293 0.547 -1.083  0.0950
C: 0.462 0.146 -1.049  -0.2976
C: -0.557 0.032 -0.156  -0.3429
C: -0.696 -1.321 0.643  -0.0702
C: -1.765 0.912 -0.173  -0.0766
F: 0.413 1.156 -1.963  0.0300
H: 1.649 -1.542 -0.684  0.0368
H: 0.262 -1.739 0.787  0.0351
F: 1.989 0.683 1.999  0.0324
H: -2.389 0.839 0.738  0.0820
H: 2.502 -0.158 -1.018  0.0695

***

Entry 3:
DFT (ωB97M-V/def2-TZVPD) results for a single C19H27FN4O4S molecule.

Gap between HOMO and LUMO in hartree: 0.3499
ΔE to the lowest compared entry with this formula, charge and spin in kcal per mole: 1.14
E_HOMO in eV: -8.943
E_LUMO in eV: 0.58
Multiplicity: 1

Each line ends with the Löwdin charge.
CARTESIAN COORDINATES (ANGSTROEM)
H: 0.542 7.483 1.994  0.0871
H: 1.141 -1.172 1.319  0.1229
N: 1.072 -2.385 -2.416  -0.0325
C: 1.020 -1.398 0.257  -0.1347
C: -0.943 0.764 0.941  -0.0396
C: -0.790 4.972 2.042  -0.3152
C: -1.930 -5.529 -1.095  -0.1093
N: -2.219 7.192 1.772  -0.0633
H: 0.951 6.702 3.531  0.0911
H: -2.894 7.019 1.036  0.0773
F: 1.762 -5.068 -1.779  0.0474
C: -0.295 -6.932 -0.706  -0.1042
O: -1.604 6.442 4.020  -0.2959
C: 0.893 -0.078 -0.520  -0.2735
H: -0.953 -0.620 -1.495  0.1152
H: -1.760 1.160 0.332  0.0977
H: -1.098 -0.306 1.049  0.0868
C: 1.219 4.428 1.325  0.0015
H: 2.949 -3.243 -1.969  0.1124
H: -2.271 -4.906 -0.266  0.1197
H: 2.271 4.537 1.120  0.1415
C: 0.951 2.214 0.258  -0.4032
O: -1.066 -3.115 -2.552  0.0669
C: -1.844 -7.043 -0.754  -0.1465
H: 1.483 -0.575 -3.320  0.1263
H: -2.451 8.016 2.314  0.0752
C: 0.106 -3.332 -2.267  -0.3921
S: -2.061 5.889 2.778  0.6032
H: 2.114 6.682 2.184  0.0937
H: -0.148 0.792 -2.185  0.1289
O: 1.963 2.400 -0.410  0.0446
H: 0.092 -1.971 0.161  0.1106
H: -2.192 -7.674 -1.569  0.1024
H: -2.329 -7.359 0.167  0.0976
C: 0.456 -4.679 -1.735  -0.1373
C: 0.618 -1.073 -2.878  -0.1324
H: 2.885 -1.502 -2.073  0.1195
C: 1.062 6.643 2.451  -0.0044
O: -3.233 5.069 2.712  -0.2893
H: 3.130 -1.876 0.224  0.1171
C: -0.904 3.726 1.475  -0.0010
C: 0.388 3.366 1.016  -0.1025
H: 2.069 -3.272 0.243  0.1071
H: -0.124 -1.227 -3.659  0.1231
H: -1.833 3.193 1.402  0.1022
H: 1.886 0.270 -0.804  0.1394
C: 0.020 -0.207 -1.774  -0.1055
H: 0.275 -7.626 -1.323  0.1132
H: -2.486 -5.243 -1.984  0.1093
C: -0.430 -5.527 -1.243  -0.1520
N: 0.516 5.391 1.954  -0.1022
C: 2.352 -2.377 -1.702  -0.1427
H: 0.114 -6.954 0.306  0.1170
C: 2.196 -2.274 -0.183  -0.1536
N: 0.360 0.987 0.341  -0.0577
H: -0.992 1.204 1.935  0.0928

***

Entry 4:
DFT (ωB97M-V/def2-TZVPD) results for a molecular structure, C13H52FN26O13Zn in a non-equilibrium geometry.

Gap between HOMO and LUMO in hartree: 0.3066
E_HOMO in eV: -10.679
E_LUMO in eV: -2.34
Multiplicity: 1
Charge: +1

Each line ends with the Löwdin charge.
CARTESIAN COORDINATES (ANGSTROEM)
H: -40.874 3.377 -10.380  0.1191
N: -37.392 5.789 -16.700  0.1393
N: -37.174 0.311 -12.373  0.2101
H: -33.897 1.174 -10.144  0.0826
H: -30.387 8.037 -9.473  0.1229
C: -36.407 9.283 -10.744  -0.8473
H: -33.326 -1.791 -11.583  0.1312
H: -34.841 9.049 -9.775  0.1079
H: -36.186 2.607 -17.113  0.1124
H: -39.122 4.656 -15.581  0.0823
N: -35.144 5.762 -16.717  0.1806
H: -42.022 3.140 -11.581  0.1225
C: -40.638 5.088 -16.732  -0.8779
H: -37.937 8.411 -10.032  0.1164
H: -33.713 3.545 -8.413  0.1203
H: -38.093 2.897 -8.102  0.1286
O: -36.388 2.352 -11.908  0.0147
H: -33.959 -0.177 -11.511  0.0894
N: -41.056 3.349 -11.374  0.1994
O: -38.958 3.659 -12.188  0.0351
O: -37.868 6.077 -12.206  -0.0198
H: -32.620 6.522 -12.427  0.1242
H: -34.301 3.945 -5.255  0.1140
H: -31.784 7.689 -10.566  0.0792
O: -33.284 1.506 -6.911  0.0188
N: -37.335 0.384 -16.799  0.1833
H: -33.657 6.391 -8.402  0.1102
C: -37.804 4.583 -9.112  -0.7004
C: -33.247 2.221 -14.089  -0.7534
H: -39.883 3.394 -14.177  0.0739
H: -34.662 9.905 -11.408  0.1313
O: -33.456 2.152 -12.908  0.0425
H: -39.731 3.335 -16.626  0.1124
H: -39.087 5.981 -8.482  0.1168
N: -41.302 4.421 -17.577  0.1875
H: -36.775 3.091 -15.512  0.0506
H: -37.536 0.632 -13.260  0.0855
F: -36.432 4.456 -14.088  -0.4147
C: -34.278 5.818 -12.165  -0.6354
N: -35.112 9.335 -10.705  0.1882
H: -38.574 4.413 -7.290  0.1217
N: -31.260 7.588 -9.709  0.1519
H: -36.404 7.718 -9.469  0.1038
O: -35.090 5.082 -11.620  0.0306
N: -34.545 6.452 -13.322  0.1826
H: -41.173 3.441 -17.785  0.1286
N: -33.934 2.951 -14.971  0.1723
O: -40.718 6.204 -16.408  0.0954
H: -41.555 3.205 -13.839  0.1331
H: -35.806 0.980 -9.775  0.0883
O: -31.792 7.741 -7.557  0.1069
H: -37.936 -0.411 -16.965  0.1279
N: -37.288 7.749 -13.480  0.1858
O: -37.165 4.237 -10.082  0.0181
H: -35.311 6.125 -13.893  0.0538
C: -33.811 2.596 -6.616  -0.7280
N: -39.206 6.900 -13.949  0.2106
N: -39.787 4.264 -16.233  0.1530
C: -36.195 5.959 -17.432  -0.7160
C: -37.591 1.414 -16.089  -0.7428
C: -32.083 7.502 -8.666  -0.8315
H: -37.587 -0.517 -11.968  0.1223
O: -36.297 6.167 -18.623  0.0442
H: -34.267 5.975 -17.170  0.1271
N: -40.613 3.299 -13.486  0.1987
N: -36.555 0.657 -10.370  0.1821
N: -33.080 6.839 -9.100  0.1529
H: -38.244 6.129 -17.123  0.0876
C: -40.149 3.482 -12.299  -0.7265
C: -33.419 -0.810 -9.801  -0.8454
N: -33.573 -0.980 -11.034  0.1851
H: -32.127 1.530 -15.646  0.1066
H: -35.129 5.377 -15.783  0.0573
H: -38.105 6.471 -9.839  0.0665
N: -32.290 1.508 -14.649  0.1614
H: -33.428 0.743 -8.541  0.0504
N: -33.986 3.593 -7.441  0.1713
N: -34.191 2.957 -5.433  0.1681
H: -34.835 3.336 -14.724  0.0477
N: -36.788 2.474 -16.312  0.1768
H: -39.955 6.223 -13.953  0.1066
N: -38.413 5.753 -9.199  0.1899
H: -39.130 7.521 -14.742  0.1106
Zn: -36.912 4.239 -12.135  0.6252
H: -31.609 1.132 -14.004  0.1207
H: -34.452 4.352 -6.965  0.0981
N: -33.034 5.923 -11.727  0.1640
H: -33.053 6.494 -10.049  0.0292
H: -37.673 8.362 -14.185  0.1223
N: -33.564 0.469 -9.503  0.1497
H: -36.547 0.321 -17.428  0.1193
H: -37.272 5.823 -15.698  0.0393
H: -37.262 0.068 -9.954  0.1241
O: -33.124 -1.624 -8.993  0.0796
O: -37.094 9.903 -11.485  0.0695
O: -38.378 1.403 -15.144  -0.0030
N: -38.149 3.904 -8.052  0.2019
N: -36.942 8.474 -9.870  0.1719
H: -33.646 3.040 -15.935  0.1000
H: -34.118 7.355 -13.473  0.1174
H: -36.550 8.088 -12.880  0.0895
H: -34.139 2.306 -4.662  0.1335
C: -36.723 1.234 -11.548  -0.6663
H: -32.533 5.199 -11.231  0.1526
H: -41.824 5.030 -18.191  0.1363
C: -38.184 6.863 -13.099  -0.6465

***

Entry 5:
DFT (ωB97M-V/def2-TZVPD) results for a single C4H10N2O molecule in a non-equilibrium geometry.

Gap between HOMO and LUMO in hartree: 0.3732
ΔE to the lowest compared entry with this formula, charge and spin in kcal per mole: 59.15
E_HOMO in eV: -9.330
E_LUMO in eV: 0.83
Multiplicity: 1

Each line ends with the Löwdin charge.
CARTESIAN COORDINATES (ANGSTROEM)
H: -0.410 0.427 1.432  0.1192
H: -2.678 -1.215 0.761  0.0604
H: 1.326 2.296 0.644  0.1254
H: -2.390 -0.676 -0.822  0.0817
H: -2.793 0.513 0.634  0.0676
C: 1.893 1.238 0.710  -0.0980
N: -0.058 -1.616 0.958  0.0103
C: -2.224 -0.341 0.237  -0.0603
O: -0.472 0.448 -1.816  0.0371
H: 3.085 1.256 0.734  0.1110
H: -0.164 -1.635 2.051  0.1095
H: 1.718 0.623 1.643  0.0688
N: 1.503 0.357 -0.461  -0.0239
H: -0.719 -2.320 0.688  0.0360
C: 0.114 0.258 -0.728  -0.4266
H: 1.834 0.536 -1.377  0.0977
C: -0.642 -0.251 0.558  -0.3158